No. 1
{"formula": "C13H14Cl4N3", "method": "ωB97M-V with the def2-TZVPD basis set", "lumo_energy_ev": -4.7837, "e_homo_ev": -11.587, "orbital_gap_ev": 6.80, "charge": 1, "max_force_ev_per_a": 2.23, "energy_ev": -68260.9411, "e_above_lowest_kj_mol": 25.22, "elements": ["C", "C", "C", "C", "C", "C", "C", "C", "C", "C", "N", "N", "N", "C", "C", "H", "H", "H", "H", "H", "H", "H", "H", "H", "H", "H", "H", "H", "H", "C", "Cl", "Cl", "Cl", "Cl"], "xyz": [[4.5848, 1.1271, 0.3237], [3.3448, 0.5551, -0.2980], [3.2559, -0.7364, -0.7961], [2.0709, -1.2237, -1.3361], [0.9219, -0.4430, -1.3972], [-0.3286, -1.0280, -2.0164], [-1.6231, -0.7240, -1.2765], [-2.8350, -0.7179, -2.0133], [-3.9755, -0.4139, -1.3171], [-3.8115, -0.1396, 0.0439], [-4.9546, 0.2110, 0.7975], [-2.6382, -0.2057, 0.6426], [-1.5126, -0.5031, -0.0035], [1.0209, 0.8659, -0.9120], [2.2021, 1.3576, -0.3887], [5.4961, 0.6030, 0.0470], [4.4965, 1.1602, 1.4108], [4.6951, 2.1632, 0.0010], [4.1278, -1.3769, -0.7540], [2.0254, -2.2320, -1.7305], [-0.4247, -0.6615, -3.0406], [-0.2824, -2.1182, -2.0643], [-2.8747, -0.9409, -3.0686], [-4.9430, -0.3890, -1.7911], [-5.0836, 1.2207, 0.7865], [-4.8113, -0.0291, 1.7758], [-2.5475, -0.0172, 1.6417], [0.1370, 1.4943, -0.9653], [2.2578, 2.3699, -0.0079], [0.4148, 0.1560, 3.5395], [1.1737, 1.3478, 4.5876], [1.1195, -1.4298, 3.8265], [-1.3405, 0.0918, 3.9117], [0.6418, 0.6064, 1.8415]], "forces_ev_per_angstrom": [[0.0, 0.3, -0.1], [-0.3, 0.1, -0.2], [0.1, 0.0, 0.1], [-0.3, 0.0, 0.0], [0.7, -0.2, 0.3], [-0.3, 0.4, 0.3], [1.3, -0.3, -1.4], [-0.7, 0.3, 1.0], [1.1, -0.2, -0.6], [-1.9, 0.6, 0.9], [0.9, 0.0, 0.4], [0.1, -0.4, -1.1], [-0.5, 0.0, 0.6], [-0.5, -0.1, -0.7], [0.2, -0.1, -0.2], [-0.1, -0.2, 0.0], [0.0, -0.2, 0.0], [0.1, 0.0, 0.0], [0.0, 0.0, 0.0], [0.1, -0.1, 0.1], [-0.1, -0.1, -0.1], [0.3, 0.0, -0.1], [0.2, 0.0, -0.1], [-0.2, 0.1, 0.3], [-0.4, 0.0, -0.3], [-0.2, -0.1, 0.0], [0.3, 0.0, 0.0], [0.1, 0.2, 0.1], [-0.1, 0.1, -0.1], [0.1, 0.1, 0.0], [-0.1, 0.0, 0.0], [-0.1, 0.0, 0.0], [-0.1, 0.0, 0.0], [0.0, -0.1, 0.9]], "mulliken_charge": [-1.385, 1.068, -0.789, -0.836, 0.992, -0.924, 0.537, -0.530, -0.388, 0.410, -0.594, 0.401, -0.442, -0.666, -0.821, 0.395, 0.267, 0.357, 0.395, 0.356, 0.438, 0.419, 0.470, 0.456, 0.301, 0.285, 0.065, 0.398, 0.391, 0.313, -0.085, -0.087, -0.197, 0.032]}

No. 2
{"formula": "C2H2N2P2", "method": "ωB97M-V with the def2-TZVPD basis set", "lumo_energy_ev": -1.4801, "e_homo_ev": -10.738, "orbital_gap_ev": 9.26, "charge": 0, "smiles": "N#CP(#[PH2])C#N", "max_force_ev_per_a": 3.95, "energy_ev": -23661.0605, "e_above_lowest_kj_mol": 144.34, "elements": ["N", "C", "P", "P", "C", "N", "H", "H"], "xyz": [[2.9035, -2.5521, 0.5737], [2.5004, -1.5741, 0.0823], [1.7288, -0.3162, -0.9003], [0.3201, 0.2016, 0.6011], [3.2250, 1.0942, -0.0540], [3.9673, 1.8774, 0.3358], [-0.2075, 1.4172, -0.2846], [-0.7504, -0.4657, -0.0013]], "forces_ev_per_angstrom": [[-0.6, 1.6, -0.7], [0.6, -2.3, 0.5], [3.4, 2.0, 0.4], [-1.9, 2.9, -0.1], [-2.7, -2.2, -1.7], [0.3, 0.3, 0.2], [1.1, -1.6, 1.4], [-0.1, -0.7, -0.2]], "mulliken_charge": [-0.325, 0.374, 0.121, -0.144, 0.074, -0.335, 0.119, 0.115]}

No. 3
{"formula": "C8H21BClNO3P3S3", "method": "ωB97M-V with the def2-TZVPD basis set", "lumo_energy_ev": -4.3986, "e_homo_ev": -12.018, "orbital_gap_ev": 7.62, "charge": 1, "smiles": "CCSC[N@+]1(Cl)[C@@H]([PH2]=S)O[C@H](P(C)O)[C@@]1([PH2]=S)B(C)O", "max_force_ev_per_a": 0.95, "energy_ev": -89832.8505, "elements": ["C", "C", "S", "C", "N", "Cl", "C", "P", "S", "O", "C", "P", "C", "O", "C", "P", "S", "B", "C", "O", "H", "H", "H", "H", "H", "H", "H", "H", "H", "H", "H", "H", "H", "H", "H", "H", "H", "H", "H", "H", "H"], "xyz": [[5.0767, 0.9147, -0.5692], [3.6537, 1.1085, -0.0654], [3.1750, -0.2124, 1.0853], [1.7131, -0.8901, 0.3677], [0.3521, -0.2011, 0.6728], [0.5426, 1.5127, 0.9953], [-0.3163, -0.8081, 1.9086], [0.2242, -0.2880, 3.6348], [-0.2159, -1.6914, 4.8643], [-1.6531, -0.4486, 1.7891], [-1.9735, 0.0120, 0.4632], [-3.7057, -0.6814, 0.0077], [-4.4170, 0.8397, -0.7369], [-4.3757, -0.7185, 1.4899], [-0.7555, -0.4134, -0.3760], [-0.8281, -2.2045, -0.9582], [0.4573, -2.5826, -2.3578], [-0.6382, 0.3454, -1.8092], [0.6122, 1.0667, -2.3893], [-1.8540, 0.2986, -2.4516], [5.2894, 1.6715, -1.3239], [5.2128, -0.0631, -1.0267], [5.8033, 1.0456, 0.2300], [2.9471, 1.1625, -0.8910], [3.5706, 2.0461, 0.4827], [1.7703, -1.0034, -0.7108], [1.6180, -1.8794, 0.8130], [-0.1597, -1.8900, 1.8847], [1.5750, 0.0564, 3.4798], [-0.4749, 0.9168, 3.7679], [-2.0490, 1.1029, 0.4862], [-4.7976, 0.6295, -1.7332], [-5.2398, 1.1804, -0.1079], [-3.6968, 1.6526, -0.8147], [-4.3943, 0.1205, 1.9773], [-2.1641, -2.2620, -1.3470], [-0.7838, -2.9885, 0.2051], [0.9502, 1.8898, -1.7576], [1.4385, 0.3633, -2.5204], [0.3718, 1.4794, -3.3690], [-1.8609, -0.1894, -3.2896]], "forces_ev_per_angstrom": [[-0.1, 0.1, -0.1], [0.2, 0.2, -0.1], [-0.1, 0.0, 0.1], [0.2, -0.1, 0.0], [0.0, -0.5, 0.2], [0.1, 0.1, -0.2], [-0.2, 0.7, 0.2], [-0.2, -0.5, 0.3], [0.1, 0.0, 0.0], [0.0, -0.1, 0.0], [-0.2, -0.3, -0.1], [0.0, -0.1, -0.1], [0.1, 0.1, 0.1], [0.1, 0.3, 0.1], [-0.2, 0.4, 0.2], [0.3, 0.0, -0.4], [0.0, 0.0, 0.1], [0.0, 0.1, -0.1], [-0.1, -0.1, -0.1], [0.1, -0.9, 0.2], [0.0, 0.0, 0.0], [0.0, 0.0, 0.0], [0.0, -0.1, 0.1], [-0.1, -0.2, 0.0], [0.0, 0.0, 0.0], [0.0, 0.2, 0.0], [-0.1, -0.1, -0.1], [0.0, 0.0, -0.2], [0.0, 0.2, -0.1], [0.1, 0.2, -0.1], [0.1, 0.0, 0.1], [0.0, 0.0, 0.0], [-0.1, -0.1, 0.0], [0.0, 0.0, 0.0], [0.0, -0.2, -0.1], [-0.1, 0.0, 0.2], [-0.1, 0.0, 0.1], [0.0, 0.0, 0.0], [0.1, 0.1, 0.0], [0.0, 0.0, 0.0], [0.0, 0.6, -0.1]], "mulliken_charge": [-1.294, 0.046, 0.020, -0.675, 0.571, 0.057, -0.666, 0.275, -0.317, -0.331, -0.743, 0.295, -1.101, -0.484, 0.376, 0.234, -0.265, 0.464, -0.911, -0.695, 0.388, 0.329, 0.359, -0.030, 0.330, 0.384, 0.185, 0.384, 0.078, 0.075, 0.710, 0.303, 0.375, 0.364, 0.320, 0.128, 0.097, 0.353, 0.354, 0.326, 0.334]}

No. 4
{"formula": "Cl2H3P3", "method": "ωB97M-V with the def2-TZVPD basis set", "lumo_energy_ev": 0.3047, "e_homo_ev": -8.796, "orbital_gap_ev": 9.10, "charge": 0, "smiles": "[PH2]#[PH]P(Cl)Cl", "max_force_ev_per_a": 1.92, "energy_ev": -52960.2846, "e_above_lowest_kj_mol": 0.00, "elements": ["P", "P", "P", "Cl", "Cl", "H", "H", "H"], "xyz": [[0.3807, -0.5546, -0.5554], [-1.0857, 0.7873, 0.3893], [-2.8869, 0.0008, -0.7039], [-4.3546, 1.0717, 0.1216], [-3.0808, -1.8731, 0.2395], [1.3074, 0.1358, 0.3436], [0.1943, -1.7514, 0.2389], [-0.7598, 1.8551, -0.6758]], "forces_ev_per_angstrom": [[0.7, -0.1, 0.4], [-0.3, 1.1, -0.7], [0.9, -0.9, -0.9], [-0.6, 0.5, 0.6], [0.2, 0.7, 0.0], [-0.2, -0.8, -0.6], [0.1, 0.8, 0.0], [-0.6, -1.3, 1.2]], "mulliken_charge": [-0.142, -0.068, 0.291, -0.173, -0.217, 0.101, 0.090, 0.118]}

No. 5
{"formula": "C2H3FNOP", "method": "ωB97M-V with the def2-TZVPD basis set", "lumo_energy_ev": -0.1163, "e_homo_ev": -9.632, "orbital_gap_ev": 9.52, "charge": 0, "max_force_ev_per_a": 1.44, "energy_ev": -17666.2911, "e_above_lowest_kj_mol": 76.19, "elements": ["C", "C", "N", "O", "F", "P", "H", "H", "H"], "xyz": [[-0.1516, 0.0183, -0.4218], [0.7741, 0.6753, -1.1497], [-0.1170, 0.4165, 0.9061], [1.5258, 1.5785, -0.4083], [0.1329, -0.1476, 3.6726], [0.9663, 1.5374, 1.1617], [-0.5900, -0.9287, -0.7472], [-0.3502, 0.2513, 3.0139], [1.0547, 0.5751, -2.2061]], "forces_ev_per_angstrom": [[1.0, -0.5, 0.4], [1.0, 0.6, -0.3], [-0.6, -0.2, 0.2], [-1.1, -0.6, -0.5], [0.7, -0.4, 1.2], [0.3, 0.1, -0.7], [-0.5, 0.7, 0.2], [-0.8, 0.2, -1.2], [-0.2, 0.1, 0.7]], "mulliken_charge": [-0.328, 0.024, -0.316, -0.315, -0.393, 0.220, 0.302, 0.451, 0.354]}

No. 6
{"formula": "C15H25Br2F2N2", "method": "ωB97M-V with the def2-TZVPD basis set", "lumo_energy_ev": -3.1879, "e_homo_ev": -13.174, "orbital_gap_ev": 9.99, "charge": 1, "smiles": "CCCCCCCc1[nH]c(F)[n+]([C@@H](Br)[C@@H](C)Br)c1CCF", "max_force_ev_per_a": 4.76, "energy_ev": -164452.3632, "elements": ["C", "C", "C", "C", "C", "C", "C", "C", "N", "C", "F", "N", "C", "Br", "C", "C", "Br", "C", "C", "C", "F", "H", "H", "H", "H", "H", "H", "H", "H", "H", "H", "H", "H", "H", "H", "H", "H", "H", "H", "H", "H", "H", "H", "H", "H", "H"], "xyz": [[5.2764, 1.2948, 0.6476], [4.5632, -0.0667, 1.1040], [3.2014, -0.1399, 0.2587], [2.6283, -1.6230, 0.1255], [2.3456, -1.8567, -1.4380], [1.0959, -0.9673, -1.9057], [-0.2069, -1.8197, -1.6020], [-1.4762, -0.9770, -1.2561], [-2.6913, -1.3580, -1.9032], [-3.6139, -0.4857, -1.3847], [-4.8864, -0.6466, -1.8068], [-3.1220, 0.4238, -0.4806], [-3.8592, 1.4769, 0.2517], [-5.4006, 2.2188, -0.7310], [-4.3295, 1.0517, 1.7139], [-3.8559, -0.3914, 2.1598], [-3.4884, 2.3159, 3.0216], [-1.7048, 0.1278, -0.3612], [-0.6518, 0.8164, 0.5565], [-0.1695, 2.2286, 0.0458], [-0.9808, 3.2919, 0.5322], [5.6933, 1.0976, -0.3806], [6.0430, 1.6488, 1.3841], [4.4331, 2.0388, 0.5006], [4.3028, -0.0619, 2.2011], [5.2145, -0.9683, 0.8981], [2.4947, 0.5844, 0.7482], [3.4811, 0.2148, -0.7813], [1.6349, -1.6685, 0.6629], [3.3429, -2.4140, 0.4771], [2.0571, -2.9486, -1.5627], [3.2647, -1.6745, -2.0542], [1.2518, -0.8184, -3.0188], [1.1040, 0.0574, -1.4481], [0.0335, -2.5798, -0.7992], [-0.4509, -2.3803, -2.5579], [-2.7941, -2.1193, -2.5736], [-3.1365, 2.3385, 0.3821], [-5.4429, 1.1739, 1.8362], [-4.0337, -1.1897, 1.3882], [-4.3324, -0.7151, 3.1239], [-2.7412, -0.3529, 2.3600], [0.2447, 0.1422, 0.6988], [-1.1576, 0.9857, 1.5591], [-0.0407, 2.2835, -1.0745], [0.8600, 2.4110, 0.4824]], "forces_ev_per_angstrom": [[-1.0, -1.0, 0.0], [-0.5, 0.7, -0.5], [1.5, -0.9, 0.4], [-0.3, 1.1, -1.5], [-0.8, -0.3, 1.1], [1.1, -0.9, -0.6], [-0.2, 0.8, -0.4], [0.6, 0.6, 0.9], [0.4, 3.5, 3.2], [-1.0, -1.1, -1.0], [2.0, 0.8, 1.1], [0.3, -2.2, -1.9], [0.2, 1.2, 1.2], [0.8, -0.4, 0.2], [0.0, -1.0, 0.4], [0.6, 0.2, 0.1], [-0.6, -0.4, -0.7], [0.5, -2.5, -2.1], [-1.3, 0.6, 0.0], [1.3, 0.0, 0.4], [0.4, -1.4, -0.8], [-0.1, 0.4, 1.1], [-0.7, -0.2, -0.9], [1.2, -0.5, 0.4], [0.4, 0.0, -1.1], [-0.7, 1.0, 0.2], [0.5, -0.7, -0.6], [-0.6, -0.2, 1.1], [1.1, -0.4, -0.3], [-0.8, 0.9, 0.0], [0.4, 1.2, -0.2], [-0.8, 0.0, 0.7], [-0.7, -0.1, 1.2], [0.0, -1.1, -0.2], [-0.5, 0.9, -0.8], [0.2, 0.4, 1.2], [-0.3, 0.4, 0.3], [-0.8, -1.1, -0.4], [1.3, -0.1, -0.3], [-0.1, 0.8, 0.6], [0.3, 0.5, -1.0], [-1.3, -0.1, -0.3], [-1.2, 0.7, -0.3], [0.8, -0.2, -1.0], [-0.6, 0.1, 1.1], [-1.2, -0.2, -0.4]], "mulliken_charge": [-1.025, -0.490, -0.427, -0.346, -1.069, -0.080, -0.590, 0.463, -0.077, 0.198, -0.198, 0.307, -0.644, -0.020, 0.020, -1.094, -0.087, -0.201, -0.012, -0.267, -0.321, 0.280, 0.346, 0.239, 0.304, 0.352, -0.003, 0.308, 0.249, 0.421, 0.366, 0.426, 0.322, 0.001, 0.354, 0.271, 0.311, 0.352, 0.543, 0.226, 0.384, 0.300, -0.207, 0.270, 0.309, 0.236]}

Q: What is the formula in the fifth record?
A: C2H3FNOP